No. 1
{"formula": "C8H11N4O", "method": "the ωB97M-V functional and the def2-TZVPD basis", "lumo_ev": [-6.01, -4.68], "homo_energy_ev": [-11.36, -11.33], "orbital_gap_ev": [5.343, 6.643], "fmax_ha_per_bohr": 0.1024, "spin_multiplicity": 1, "charge": 1, "e_tot_ev": -16467.9062, "relative_energy_kcal_mol": 162.60, "elements": ["C", "C", "C", "C", "C", "C", "C", "C", "N", "N", "N", "N", "O", "H", "H", "H", "H", "H", "H", "H", "H", "H", "H", "H"], "coordinates": [[-2.825, -0.832, -2.758], [-3.918, -1.154, -1.936], [-1.568, -0.543, -2.134], [-3.787, -1.285, -0.552], [-1.536, -0.790, -0.834], [-2.543, -1.124, 0.048], [2.658, -0.167, 1.334], [4.054, 1.735, 1.683], [1.816, -0.918, 0.713], [1.112, -1.637, 0.162], [2.936, 1.132, 1.041], [1.926, 2.061, 0.799], [-2.277, -1.177, 1.350], [-2.844, -0.464, -3.841], [-4.922, -1.181, -2.460], [-0.886, -0.034, -2.726], [-4.499, -1.496, 0.174], [3.405, -0.692, 1.923], [3.913, 2.015, 2.767], [5.106, 1.143, 1.544], [4.380, 2.776, 1.340], [2.147, 2.723, 0.127], [0.921, 1.728, 0.411], [-2.769, -1.819, 1.827]], "forces_ev_per_a": [[0.523, 1.510, -0.265], [-1.018, 0.271, -1.764], [-2.812, -0.937, -0.873], [1.791, 0.112, -0.520], [1.065, 0.278, 1.888], [0.269, 0.144, -2.166], [2.297, 0.928, 0.795], [4.892, 1.416, 1.339], [-2.697, -2.051, -2.357], [1.314, 1.612, 1.366], [-1.670, -0.049, -0.253], [-4.208, -1.973, -0.050], [1.155, 0.743, 0.846], [-0.677, -1.082, 1.619], [1.236, -0.243, 1.029], [1.725, 0.519, -0.793], [-2.129, -0.404, 0.559], [-0.277, 0.085, 0.011], [-0.294, -1.057, -0.839], [-2.970, 0.928, 0.380], [-1.145, -1.444, -0.571], [1.501, 1.598, -1.415], [3.091, -0.052, 1.565], [-0.960, -0.852, 0.469]]}

=====

No. 2
{"formula": "C52H104F6N14O16S6", "method": "the ωB97M-V functional and the def2-TZVPD basis", "lumo_ev": -4.68, "homo_energy_ev": -8.77, "orbital_gap_ev": 4.091, "fmax_ha_per_bohr": 0.1995, "spin_multiplicity": 1, "charge": 2, "e_tot_ev": -190523.4499, "elements": ["C", "C", "N", "C", "C", "N", "C", "C", "H", "H", "H", "H", "H", "H", "H", "H", "H", "H", "H", "C", "C", "N", "C", "C", "N", "C", "C", "H", "H", "H", "H", "H", "H", "H", "H", "H", "H", "H", "C", "C", "N", "C", "C", "N", "C", "C", "H", "H", "H", "H", "H", "H", "H", "H", "H", "H", "H", "C", "C", "N", "C", "C", "N", "C", "C", "H", "H", "H", "H", "H", "H", "H", "H", "H", "H", "H", "C", "C", "C", "N", "C", "C", "C", "C", "C", "H", "H", "H", "H", "H", "H", "H", "H", "H", "H", "H", "H", "H", "H", "H", "H", "H", "H", "C", "C", "C", "N", "C", "C", "C", "C", "C", "H", "H", "H", "H", "H", "H", "H", "H", "H", "H", "H", "H", "H", "H", "H", "H", "H", "H", "C", "C", "C", "N", "C", "C", "C", "C", "C", "H", "H", "H", "H", "H", "H", "H", "H", "H", "H", "H", "H", "H", "H", "H", "H", "H", "H", "N", "S", "O", "O", "F", "S", "O", "O", "F", "N", "S", "O", "O", "F", "S", "O", "O", "F", "N", "S", "O", "O", "F", "S", "O", "O", "F", "C", "C", "O", "O", "H", "H", "H", "C", "C", "O", "O", "H", "H", "H"], "coordinates": [[2.066, 7.629, 3.576], [0.681, 7.603, 2.828], [0.722, 7.041, 1.521], [1.403, 7.625, 0.467], [1.480, 6.671, -0.551], [0.713, 5.629, -0.197], [0.206, 5.886, 1.058], [0.261, 4.552, -0.967], [2.432, 6.622, 3.778], [1.976, 8.107, 4.551], [2.737, 8.368, 3.136], [0.143, 8.541, 2.690], [-0.029, 7.020, 3.415], [1.990, 8.519, 0.623], [2.187, 6.536, -1.356], [-0.560, 5.323, 1.570], [1.001, 3.764, -0.830], [0.415, 4.876, -1.997], [-0.759, 4.202, -0.805], [-4.422, 1.064, 5.276], [-2.925, 0.552, 5.365], [-1.850, 1.616, 5.596], [-0.686, 1.287, 6.278], [0.080, 2.469, 6.378], [-0.682, 3.450, 5.749], [-1.869, 2.929, 5.269], [-0.336, 4.880, 5.713], [-4.613, 1.809, 6.049], [-5.115, 0.263, 5.533], [-4.824, 1.609, 4.422], [-2.757, -0.114, 4.519], [-2.806, -0.292, 6.044], [-0.585, 0.311, 6.728], [0.985, 2.611, 6.950], [-2.568, 3.575, 4.757], [-0.699, 5.223, 4.744], [0.715, 5.084, 5.920], [-0.808, 5.292, 6.605], [-0.415, -6.255, 0.854], [-1.567, -5.812, 1.811], [-1.106, -5.284, 3.031], [-1.149, -5.887, 4.276], [-0.632, -5.005, 5.189], [-0.297, -3.819, 4.533], [-0.602, -4.048, 3.162], [0.156, -2.555, 5.181], [0.336, -6.905, 1.303], [0.234, -5.428, 0.566], [-0.860, -6.758, -0.004], [-2.229, -6.634, 2.085], [-2.229, -5.094, 1.327], [-1.457, -6.920, 4.347], [-0.582, -5.002, 6.268], [-0.588, -3.345, 2.343], [-0.363, -1.728, 4.697], [1.240, -2.520, 5.288], [-0.218, -2.642, 6.202], [2.062, 0.257, -5.423], [3.401, 0.078, -6.017], [4.278, -0.604, -5.023], [4.430, -1.951, -4.909], [5.048, -2.284, -3.750], [5.315, -1.091, -3.108], [4.892, -0.079, -3.915], [5.751, -0.935, -1.755], [1.536, -0.623, -5.052], [1.378, 0.874, -6.005], [2.221, 0.943, -4.591], [3.922, 0.978, -6.343], [3.368, -0.564, -6.898], [4.016, -2.554, -5.704], [5.362, -3.236, -3.347], [5.047, 0.966, -3.692], [6.141, -1.831, -1.272], [4.833, -0.673, -1.229], [6.621, -0.282, -1.681], [-6.300, -5.860, -7.956], [-4.956, -5.569, -7.211], [-5.242, -5.169, -5.648], [-4.038, -5.108, -4.745], [-3.256, -3.788, -5.027], [-3.089, -6.363, -4.845], [-2.676, -6.809, -3.450], [-3.272, -5.797, -2.465], [-4.418, -5.108, -3.215], [-6.799, -4.907, -8.132], [-6.834, -6.604, -7.365], [-6.132, -6.326, -8.927], [-4.521, -4.780, -7.824], [-4.277, -6.415, -7.321], [-5.730, -6.051, -5.234], [-5.896, -4.299, -5.582], [-3.042, -3.695, -6.091], [-2.333, -3.751, -4.447], [-3.934, -2.987, -4.731], [-2.265, -6.089, -5.504], [-3.619, -7.180, -5.335], [-1.591, -6.745, -3.529], [-2.779, -7.860, -3.183], [-2.510, -5.059, -2.214], [-3.583, -6.248, -1.523], [-4.674, -4.109, -2.861], [-5.360, -5.656, -3.233], [-1.862, 1.715, 1.323], [-0.620, 1.197, 0.379], [-0.650, -0.334, -0.034], [0.366, -0.675, -1.197], [1.750, -0.079, -1.072], [0.483, -2.201, -1.382], [-0.727, -2.556, -2.255], [-0.899, -1.364, -3.216], [-0.285, -0.165, -2.514], [-2.896, 1.705, 0.978], [-1.704, 2.761, 1.589], [-1.758, 1.194, 2.274], [0.275, 1.399, 0.967], [-0.615, 1.762, -0.553], [-1.635, -0.717, -0.302], [-0.345, -1.041, 0.738], [2.365, -0.279, -1.949], [2.239, -0.652, -0.284], [1.543, 0.966, -0.841], [1.399, -2.294, -1.964], [0.546, -2.789, -0.467], [-0.674, -3.534, -2.734], [-1.599, -2.607, -1.604], [-0.393, -1.559, -4.161], [-1.881, -1.089, -3.601], [0.441, 0.432, -3.066], [-1.168, 0.426, -2.272], [2.160, 3.643, 3.187], [3.069, 3.727, 1.922], [4.546, 3.398, 2.312], [5.512, 3.399, 1.091], [5.064, 4.365, 0.002], [5.611, 1.912, 0.494], [7.059, 1.387, 0.958], [7.495, 2.454, 1.956], [6.943, 3.721, 1.452], [2.508, 4.354, 3.937], [2.218, 2.628, 3.581], [1.117, 3.912, 3.022], [2.999, 4.729, 1.500], [2.766, 3.058, 1.116], [4.700, 2.439, 2.808], [4.922, 4.229, 2.909], [5.691, 4.114, -0.852], [5.260, 5.380, 0.350], [4.049, 4.089, -0.284], [5.470, 1.857, -0.585], [4.769, 1.306, 0.829], [7.695, 1.282, 0.079], [7.022, 0.472, 1.549], [8.584, 2.478, 1.932], [7.287, 2.215, 2.999], [7.469, 3.936, 0.522], [7.100, 4.500, 2.197], [-2.420, 6.256, 2.721], [-3.652, 5.299, 2.037], [-4.814, 5.895, 1.422], [-3.910, 4.056, 2.689], [-2.770, 4.816, 0.745], [-3.249, 6.660, 3.935], [-3.632, 5.655, 4.919], [-4.134, 7.812, 3.719], [-2.052, 7.322, 4.775], [1.421, -1.846, 2.193], [2.698, -2.642, 2.493], [2.904, -3.197, 3.827], [3.814, -2.295, 1.625], [2.159, -3.965, 1.780], [2.126, -0.432, 2.844], [2.663, 0.526, 1.922], [2.667, -0.386, 4.158], [0.654, 0.179, 3.208], [-5.376, -2.501, 1.419], [-4.525, -2.646, 0.209], [-3.389, -3.609, 0.200], [-4.582, -1.480, -0.706], [-5.625, -3.561, -0.560], [-4.124, -2.033, 2.433], [-3.087, -1.125, 1.957], [-3.678, -2.942, 3.495], [-5.062, -1.049, 3.337], [1.233, -5.879, -5.096], [0.847, -4.392, -5.269], [-0.230, -4.132, -5.805], [1.605, -3.508, -4.843], [2.310, -6.043, -5.066], [0.760, -6.497, -5.859], [0.913, -6.137, -4.087], [-4.279, 3.764, -1.845], [-3.196, 4.131, -2.942], [-2.266, 3.337, -3.193], [-3.160, 5.291, -3.415], [-4.155, 2.849, -1.266], [-5.244, 3.777, -2.351], [-4.417, 4.517, -1.070]], "forces_ev_per_a": [[-1.311, 1.126, -0.209], [-0.502, 0.186, 1.906], [0.080, -1.060, -2.992], [1.477, -1.615, -0.379], [0.776, 1.588, 0.818], [-2.168, 1.730, 4.546], [0.889, 0.209, -0.522], [0.972, -1.511, -2.269], [0.322, 0.150, -0.529], [-0.713, -0.232, 0.215], [0.473, -0.730, -0.614], [0.592, 0.451, 0.481], [0.053, -0.136, -0.074], [-0.186, -0.025, -0.171], [-0.468, 0.683, -0.389], [0.088, -0.108, -0.110], [-0.284, -0.598, 0.091], [-0.742, -0.323, -0.219], [0.021, 0.360, 0.047], [0.606, 0.577, 1.464], [-1.482, 0.113, -1.052], [-0.899, -0.837, -0.245], [0.405, 2.471, -0.120], [-2.524, -1.982, -0.478], [0.021, -1.232, -0.041], [2.750, -0.496, 1.358], [-0.567, -0.487, 0.656], [0.316, -0.021, 0.501], [0.307, -0.202, -0.294], [0.846, -0.554, -0.713], [0.634, 1.082, -1.141], [-0.056, 0.930, 1.369], [0.219, 0.167, -0.190], [-0.071, 0.333, -0.332], [-0.597, -0.319, -0.164], [0.099, 0.634, 0.459], [0.178, -0.564, -0.633], [-0.550, 0.606, -0.576], [-0.218, 0.155, 0.661], [-0.189, -1.269, -1.954], [1.345, 2.279, 2.491], [0.685, 0.247, 0.035], [-0.308, 0.910, -0.547], [-0.972, -1.456, -3.348], [-0.004, 0.001, 2.927], [-0.766, -1.196, 0.450], [-0.481, -0.473, 0.365], [-0.512, 0.408, -0.365], [0.204, 0.175, -0.082], [0.202, -0.258, -0.211], [0.194, 0.181, -0.028], [-0.087, 0.221, 0.263], [0.106, -0.458, -0.154], [0.216, 0.130, 0.317], [0.540, 0.038, -0.087], [-0.120, 0.249, -0.701], [-0.192, 0.166, 0.030], [-1.058, 1.701, 1.135], [1.116, -0.887, -0.850], [1.647, 0.308, 2.229], [-0.844, -0.975, -1.131], [0.108, 0.461, -0.032], [-0.308, 0.217, -2.463], [-0.626, -0.728, -0.187], [0.297, -0.050, 0.992], [0.362, -0.326, -0.358], [0.085, -0.417, -0.619], [-0.117, -0.067, 0.606], [-0.287, 0.199, 0.257], [0.147, -0.194, 0.113], [-0.015, -0.349, 0.340], [-0.237, 0.128, -0.054], [-0.252, -0.092, -0.061], [-0.397, -0.484, -0.621], [0.541, 0.497, 0.670], [-0.498, 0.640, -0.015], [1.035, -0.257, 0.856], [-0.671, 0.768, 0.378], [0.621, -2.173, -1.788], [1.875, 1.194, 1.009], [-0.739, -0.774, 0.138], [-1.269, -0.066, -0.906], [1.383, 0.568, -0.226], [0.136, 0.269, -0.376], [-0.556, -0.371, -1.022], [-0.482, -0.328, 0.263], [-0.642, 0.367, -0.085], [0.279, 0.137, 0.021], [0.398, 0.366, 0.619], [-0.106, -0.073, 0.444], [-0.640, 0.133, -0.207], [0.396, 0.104, 0.260], [0.155, -0.305, 0.175], [-0.081, -0.220, -0.198], [0.047, -0.022, 0.035], [0.047, 0.225, 0.229], [-0.366, 0.325, -0.137], [0.234, 0.324, 0.695], [-0.964, 0.065, -0.357], [-0.111, 0.132, 0.072], [-0.262, 0.098, -0.155], [0.315, 0.067, -0.247], [0.135, -0.327, 0.454], [1.750, -0.449, -0.324], [-1.969, -0.733, 0.424], [1.104, 0.300, 0.580], [-0.984, -0.101, -0.750], [-1.190, -0.820, 1.033], [-0.353, 0.523, -1.370], [-0.857, 0.495, 0.461], [1.098, -0.501, -1.326], [-0.853, -0.036, 0.646], [0.304, -0.597, -0.464], [0.361, 0.137, -0.305], [-0.319, -0.289, -0.054], [0.115, -0.016, -0.164], [-0.041, 0.216, 0.010], [-0.005, 0.437, -0.613], [0.154, 0.526, 0.438], [-0.582, 0.318, -0.455], [-0.015, 0.566, 0.452], [0.805, -0.033, -0.039], [0.040, -0.401, -0.015], [0.050, 0.547, 0.218], [0.479, 0.176, -0.192], [-0.166, -0.063, 0.167], [0.535, -0.358, 0.104], [-0.397, -0.372, 0.792], [-0.131, -0.212, 0.023], [0.610, 0.721, 0.376], [0.713, -0.197, -0.563], [0.249, -0.303, 0.668], [0.048, 1.097, -0.963], [-0.710, -0.879, -1.129], [0.576, -1.367, 0.178], [0.880, -0.218, 0.777], [-2.113, 0.417, 0.451], [1.859, -1.106, -0.032], [0.074, -0.055, 0.211], [0.239, -0.110, 0.120], [-0.183, 0.078, 0.182], [0.031, -0.205, -0.421], [0.196, 0.163, 0.139], [-0.340, -0.327, 0.236], [-0.293, 0.148, 0.057], [-0.004, -0.204, 0.351], [0.110, 0.399, 0.028], [-0.479, -0.043, -0.157], [0.048, 0.610, 0.196], [0.394, 0.878, -0.089], [0.047, 0.269, 0.768], [0.142, 0.100, 0.272], [-0.286, -0.348, -0.686], [0.120, 0.300, 0.075], [-0.572, -0.005, -0.119], [-0.222, 0.415, -0.022], [-0.701, 0.397, -0.363], [-1.374, -2.863, -2.663], [-0.984, -1.528, -4.542], [2.062, 0.387, 1.240], [0.906, -0.079, 0.798], [0.138, 0.692, 0.984], [-2.501, 5.316, 6.080], [0.114, 0.239, -1.550], [1.424, -2.736, 0.199], [0.844, 0.343, -0.257], [1.005, 4.148, 1.690], [3.044, -7.577, -0.439], [0.086, 1.821, -1.689], [-0.468, 0.501, 1.414], [-0.202, -0.310, -0.495], [-4.632, 3.494, 0.763], [0.083, -0.656, -0.624], [0.933, -1.158, -0.046], [0.415, 0.025, -0.747], [1.982, 1.097, 5.720], [-0.154, -1.518, -10.144], [-1.067, 2.353, 0.525], [1.725, -2.143, 2.140], [0.284, -0.251, -0.030], [-1.001, 1.750, 5.426], [-1.119, -1.240, -0.461], [-0.613, 0.305, -2.350], [0.598, -0.596, -0.965], [0.191, 0.535, 0.240], [0.186, -0.368, -0.295], [-1.989, -0.473, -0.579], [1.914, 0.891, 1.113], [0.030, 0.147, -0.293], [-0.013, -0.022, 0.222], [-0.339, -0.336, 0.027], [-0.220, 0.577, -0.634], [1.031, 1.884, 0.878], [0.697, -2.367, 0.523], [-1.419, -0.100, 0.556], [0.268, -0.411, -0.591], [-0.119, -0.371, -0.025], [0.412, 0.495, -0.347]]}

=====

Copy entry 1 word for word.
{"formula": "C8H11N4O", "method": "the ωB97M-V functional and the def2-TZVPD basis", "lumo_ev": [-6.01, -4.68], "homo_energy_ev": [-11.36, -11.33], "orbital_gap_ev": [5.343, 6.643], "fmax_ha_per_bohr": 0.1024, "spin_multiplicity": 1, "charge": 1, "e_tot_ev": -16467.9062, "relative_energy_kcal_mol": 162.60, "elements": ["C", "C", "C", "C", "C", "C", "C", "C", "N", "N", "N", "N", "O", "H", "H", "H", "H", "H", "H", "H", "H", "H", "H", "H"], "coordinates": [[-2.825, -0.832, -2.758], [-3.918, -1.154, -1.936], [-1.568, -0.543, -2.134], [-3.787, -1.285, -0.552], [-1.536, -0.790, -0.834], [-2.543, -1.124, 0.048], [2.658, -0.167, 1.334], [4.054, 1.735, 1.683], [1.816, -0.918, 0.713], [1.112, -1.637, 0.162], [2.936, 1.132, 1.041], [1.926, 2.061, 0.799], [-2.277, -1.177, 1.350], [-2.844, -0.464, -3.841], [-4.922, -1.181, -2.460], [-0.886, -0.034, -2.726], [-4.499, -1.496, 0.174], [3.405, -0.692, 1.923], [3.913, 2.015, 2.767], [5.106, 1.143, 1.544], [4.380, 2.776, 1.340], [2.147, 2.723, 0.127], [0.921, 1.728, 0.411], [-2.769, -1.819, 1.827]], "forces_ev_per_a": [[0.523, 1.510, -0.265], [-1.018, 0.271, -1.764], [-2.812, -0.937, -0.873], [1.791, 0.112, -0.520], [1.065, 0.278, 1.888], [0.269, 0.144, -2.166], [2.297, 0.928, 0.795], [4.892, 1.416, 1.339], [-2.697, -2.051, -2.357], [1.314, 1.612, 1.366], [-1.670, -0.049, -0.253], [-4.208, -1.973, -0.050], [1.155, 0.743, 0.846], [-0.677, -1.082, 1.619], [1.236, -0.243, 1.029], [1.725, 0.519, -0.793], [-2.129, -0.404, 0.559], [-0.277, 0.085, 0.011], [-0.294, -1.057, -0.839], [-2.970, 0.928, 0.380], [-1.145, -1.444, -0.571], [1.501, 1.598, -1.415], [3.091, -0.052, 1.565], [-0.960, -0.852, 0.469]]}

=====

Question: What is the charge in the first record?
Answer: +1

=====

Question: Which of these has the lowest charge?
Answer: C8H11N4O

=====

Question: The highest charge belongs to which entry?
Answer: C52H104F6N14O16S6